[1]
{"formula": "C3H6N2O", "method": "ωB97M-V/def2-TZVPD", "de_lowest_kcal_mol": 123.93, "homo_energy_ev": -9.32, "largest_force_ev_per_a": 3.28, "smiles": "ON=C1CNC1", "gap_ha": 0.3493, "lumo_ev": 0.18, "elements": ["O", "N", "C", "C", "N", "C", "H", "H", "H", "H", "H", "H"], "coordinates": [[-0.74640, -1.28113, -2.02857], [-0.01769, -1.53421, -0.88811], [-0.30198, -0.53079, -0.13110], [0.05628, -0.33998, 1.28536], [0.52429, 1.03616, 0.96858], [0.07594, 0.94248, -0.44265], [-1.35099, -0.63630, -1.50515], [0.80340, -1.06805, 1.59477], [-0.77646, -0.33143, 1.99906], [1.53528, 1.08700, 1.03771], [0.88135, 0.97555, -1.19425], [-0.68302, 1.68070, -0.69567]], "atomic_forces_ev_per_a": [[-1.20, 1.65, -0.08], [-0.99, -0.24, 1.90], [2.12, -0.58, 0.55], [0.40, -0.28, 0.52], [0.20, 0.21, 0.17], [-0.44, 0.27, -0.26], [0.17, -1.07, -3.09], [0.17, 0.06, 0.37], [0.12, -0.05, -0.20], [-0.12, 0.08, -0.10], [-0.37, -0.06, 0.16], [-0.07, 0.01, 0.05]], "nbo_charge": [-0.520, -0.062, 0.070, -0.262, -0.598, -0.262, 0.456, 0.205, 0.205, 0.361, 0.209, 0.200]}


[2]
{"formula": "C3H6N2O", "method": "ωB97M-V/def2-TZVPD", "de_lowest_kcal_mol": 120.05, "homo_energy_ev": [-8.15, -8.16], "largest_force_ev_per_a": 6.88, "gap_ha": [0.2987, 0.2988], "lumo_ev": [-0.03, -0.03], "elements": ["C", "C", "C", "N", "N", "O", "H", "H", "H", "H", "H", "H"], "coordinates": [[1.72551, 0.81326, 0.40210], [0.70780, 1.78296, -0.23669], [1.01481, -0.16011, -0.20922], [0.04446, 0.83097, -0.83988], [-2.12284, -1.12800, 0.05212], [1.15550, -1.47861, -0.22737], [2.56001, 0.91592, 0.98869], [0.52125, 2.73894, -0.02213], [-2.79003, -0.36083, 0.33993], [-1.60280, -1.36529, 0.89586], [-1.56766, -0.55446, -0.46003], [0.35400, -2.03476, -0.68336]], "atomic_forces_ev_per_a": [[-1.74, -0.17, -1.35], [1.03, -6.81, -0.01], [1.49, 1.14, 0.93], [-0.92, 1.22, -0.50], [-2.98, -0.42, 2.32], [-3.06, -1.61, -1.80], [1.76, 0.02, 1.26], [-1.07, 3.81, -0.06], [0.39, -1.52, 0.05], [-0.15, 0.10, -0.04], [2.65, 1.81, -2.28], [2.61, 2.43, 1.48]], "nbo_charge": [-0.485, 0.201, 0.521, -0.509, -1.067, -0.648, 0.212, 0.184, 0.359, 0.349, 0.359, 0.525]}


[3]
{"formula": "C3H6N2O2", "method": "ωB97M-V/def2-TZVPD", "de_lowest_kcal_mol": 149.65, "homo_energy_ev": -9.70, "largest_force_ev_per_a": 4.44, "smiles": "C=C(CN)[N+](=O)[O-]", "gap_ha": 0.3655, "lumo_ev": 0.25, "elements": ["C", "C", "C", "N", "N", "O", "O", "H", "H", "H", "H", "H", "H"], "coordinates": [[-1.48088, 0.69266, -0.68142], [-0.31482, 0.39976, -0.21549], [0.18740, -0.11531, 1.09327], [0.38397, -1.53129, 1.05842], [1.16369, 0.65933, -1.20216], [1.12091, 0.27876, -2.37012], [2.07657, 1.17893, -0.59829], [-1.66026, 1.12129, -1.70202], [-2.26791, 0.72973, -0.02289], [1.14575, 0.36831, 1.17468], [-0.38613, 0.12030, 2.06620], [-0.49777, -2.05254, 1.43275], [0.52946, -1.84993, -0.03294]], "atomic_forces_ev_per_a": [[0.68, 1.52, -3.25], [2.97, 0.30, 0.03], [-0.63, 0.89, 1.00], [-1.21, -3.52, -2.42], [-2.44, -0.82, 0.32], [0.31, 0.82, 1.73], [-0.59, -0.45, -0.95], [0.33, -0.69, 1.01], [-1.89, -0.32, 1.42], [0.48, 0.20, 0.55], [0.47, 0.11, -1.88], [2.09, 1.22, -1.28], [-0.56, 0.75, 3.72]], "nbo_charge": [-0.421, 0.135, -0.323, -0.820, 0.516, -0.368, -0.355, 0.239, 0.221, 0.229, 0.219, 0.366, 0.363]}


[4]
{"formula": "C3H6N2O2", "method": "ωB97M-V/def2-TZVPD", "de_lowest_kcal_mol": 134.75, "homo_energy_ev": -8.65, "largest_force_ev_per_a": 7.28, "smiles": "N/N=C1\\COCO1", "gap_ha": 0.3469, "lumo_ev": 0.79, "elements": ["N", "N", "C", "C", "O", "C", "O", "H", "H", "H", "H", "H", "H"], "coordinates": [[1.24296, -0.24622, 1.88693], [1.32687, 0.79525, 0.86938], [0.21484, 0.56805, 0.02196], [-0.30888, -0.80084, -0.03260], [-0.26586, -0.88013, -1.60560], [-1.00538, 0.34681, -1.72950], [-0.21563, 1.28856, -0.99299], [2.09030, -0.31139, 2.37013], [0.53589, 0.21113, 2.58755], [-1.30881, -0.86554, 0.52804], [0.67876, -1.38464, 0.36067], [-2.10255, 0.47487, -1.49724], [-0.88250, 0.80409, -2.76673]], "atomic_forces_ev_per_a": [[-3.51, 2.03, 0.69], [-4.53, 0.05, -3.24], [5.75, 0.05, 4.47], [2.59, -1.70, -0.63], [-3.65, 1.39, 3.01], [1.12, 1.23, -3.99], [0.08, 0.79, 1.02], [1.67, 0.33, 0.62], [1.84, -1.57, -1.29], [1.25, -0.83, -1.33], [-3.41, 0.52, -0.74], [1.10, -1.04, 0.51], [-0.31, -1.25, 0.90]], "nbo_charge": [-0.700, -0.343, 0.484, -0.244, -0.499, 0.175, -0.467, 0.362, 0.355, 0.220, 0.296, 0.174, 0.188]}


[5]
{"formula": "C3H6N2O2", "method": "ωB97M-V/def2-TZVPD", "de_lowest_kcal_mol": 33.86, "homo_energy_ev": -10.04, "largest_force_ev_per_a": 0.44, "smiles": "[H]/N=C(/NC=O)OC", "gap_ha": 0.3935, "lumo_ev": 0.67, "elements": ["H", "N", "C", "N", "C", "O", "O", "C", "H", "H", "H", "H", "H"], "coordinates": [[1.62697, -0.18484, -1.24161], [0.61809, -0.27993, -1.30767], [0.01733, 0.17690, -0.29038], [-1.36763, 0.22394, -0.20931], [-2.22892, -0.21602, -1.19428], [-3.42958, -0.22875, -1.05119], [0.52511, 0.68802, 0.86144], [1.70572, 0.07312, 1.35635], [-1.77383, 0.52738, 0.66437], [-1.69731, -0.54830, -2.09685], [1.92454, 0.57055, 2.30182], [2.55879, 0.18989, 0.67946], [1.52073, -0.99196, 1.52784]], "atomic_forces_ev_per_a": [[-0.09, -0.07, 0.07], [-0.07, 0.17, 0.36], [0.02, -0.13, -0.26], [-0.09, 0.01, 0.00], [-0.19, 0.01, -0.01], [0.44, 0.03, -0.04], [-0.18, -0.02, -0.11], [0.26, -0.09, 0.08], [0.03, -0.02, -0.07], [-0.10, 0.02, 0.05], [0.01, -0.09, -0.16], [-0.13, 0.06, 0.08], [0.09, 0.10, -0.01]], "nbo_charge": [0.355, -0.752, 0.703, -0.650, 0.540, -0.567, -0.518, -0.254, 0.421, 0.150, 0.207, 0.177, 0.188]}


[6]
{"formula": "C3H6N2O2", "method": "ωB97M-V/def2-TZVPD", "de_lowest_kcal_mol": 33.18, "homo_energy_ev": -10.33, "largest_force_ev_per_a": 3.19, "smiles": "[H]/N=C(\\N)CC(=O)O", "gap_ha": 0.3953, "lumo_ev": 0.42, "elements": ["H", "N", "C", "N", "C", "C", "O", "O", "H", "H", "H", "H", "H"], "coordinates": [[1.51753, 1.80695, -0.15452], [0.59729, 1.39639, -0.10396], [0.70055, 0.14563, -0.04154], [1.96012, -0.52641, -0.25295], [-0.53998, -0.73891, 0.15234], [-1.97305, -0.03641, 0.00160], [-2.98418, -0.68900, -0.26822], [-2.02985, 1.31178, -0.01925], [1.92753, -1.44692, 0.15298], [2.80944, 0.02182, -0.04313], [-0.31855, -1.39319, 1.16398], [-0.51475, -1.44192, -0.70880], [-1.15209, 1.59020, 0.12146]], "atomic_forces_ev_per_a": [[0.15, 0.52, -0.28], [-0.12, 0.67, 0.52], [1.12, -1.12, -0.33], [-1.69, 0.67, 0.64], [0.70, -1.02, 0.90], [-1.76, -0.90, -1.09], [2.64, 0.99, 1.04], [-1.98, -2.33, 0.18], [0.53, -0.18, 0.00], [-0.91, -0.57, -0.08], [-1.15, 1.69, -2.45], [-0.19, 0.09, 0.73], [2.65, 1.47, 0.22]], "nbo_charge": [0.349, -0.732, 0.471, -0.835, -0.598, 0.789, -0.576, -0.658, 0.381, 0.390, 0.256, 0.263, 0.501]}


[7]
{"formula": "C3H6N2O2", "method": "ωB97M-V/def2-TZVPD", "de_lowest_kcal_mol": 73.04, "homo_energy_ev": -9.64, "largest_force_ev_per_a": 5.18, "smiles": "[H]/N=C(\\N)OCC=O", "gap_ha": 0.3766, "lumo_ev": 0.61, "elements": ["H", "N", "C", "N", "O", "C", "C", "O", "H", "H", "H", "H", "H"], "coordinates": [[1.05049, 2.09769, -0.27831], [0.47336, 1.32577, -0.49002], [1.00456, 0.18182, -0.16113], [2.19084, -0.12559, 0.43185], [0.29266, -0.97794, -0.26646], [-1.03950, -0.61098, -0.52375], [-2.01051, -0.01280, 0.48749], [-3.09691, 0.33859, 0.16944], [2.26195, -1.19086, 0.38512], [3.01950, 0.42052, 0.94301], [-1.11901, 0.19001, -1.30714], [-1.49776, -1.63093, -0.95661], [-1.52964, -0.00532, 1.56649]], "atomic_forces_ev_per_a": [[0.99, 0.81, 0.18], [0.15, -2.66, 0.44], [0.12, 2.83, 0.80], [2.80, -1.89, 1.05], [-0.46, 1.67, 0.43], [-2.99, -2.26, -3.57], [2.81, -1.21, 2.05], [-0.50, 0.26, 0.12], [0.54, 2.26, 0.64], [-3.23, -1.34, -2.13], [0.38, -1.21, 0.20], [0.60, 2.36, 0.99], [-1.22, 0.37, -1.20]], "nbo_charge": [0.356, -0.810, 0.692, -0.869, -0.502, -0.217, 0.451, -0.509, 0.408, 0.441, 0.256, 0.214, 0.090]}


[8]
{"formula": "C3H6N2O2", "method": "ωB97M-V/def2-TZVPD", "de_lowest_kcal_mol": 28.40, "homo_energy_ev": -9.79, "largest_force_ev_per_a": 0.37, "smiles": "[H]/N=C/OCC(N)=O", "gap_ha": 0.3894, "lumo_ev": 0.80, "elements": ["H", "N", "C", "O", "C", "C", "N", "O", "H", "H", "H", "H", "H"], "coordinates": [[1.86639, 0.40610, -2.08480], [1.22061, 0.09702, -1.36404], [1.68756, 0.35036, -0.21152], [1.07160, 0.04142, 0.92851], [-0.06902, -0.82445, 0.88000], [-1.41296, -0.12498, 0.65684], [-1.47930, 0.69920, -0.41771], [-2.34628, -0.34430, 1.40886], [2.63624, 0.84773, 0.00743], [0.08875, -1.58342, 0.10584], [-0.12039, -1.29100, 1.86191], [-2.38802, 1.07374, -0.64520], [-0.75518, 0.65257, -1.12610]], "atomic_forces_ev_per_a": [[-0.03, -0.04, 0.06], [0.22, 0.06, 0.30], [0.01, 0.03, -0.27], [0.03, 0.05, -0.04], [-0.10, -0.16, 0.06], [-0.13, -0.04, 0.01], [-0.09, -0.05, 0.01], [0.28, 0.09, -0.20], [-0.13, -0.04, -0.06], [-0.07, 0.09, 0.07], [0.01, 0.04, -0.11], [0.11, -0.02, 0.03], [-0.09, 0.00, 0.15]], "nbo_charge": [0.364, -0.769, 0.434, -0.481, -0.179, 0.642, -0.832, -0.605, 0.162, 0.215, 0.224, 0.401, 0.424]}


[9]
{"formula": "C3H6N2O2", "method": "ωB97M-V/def2-TZVPD", "de_lowest_kcal_mol": 44.05, "homo_energy_ev": -9.91, "largest_force_ev_per_a": 1.91, "smiles": "[H]/N=C/OCC(N)=O", "gap_ha": 0.3935, "lumo_ev": 0.80, "elements": ["H", "N", "C", "O", "C", "C", "N", "O", "H", "H", "H", "H", "H"], "coordinates": [[2.25329, 0.08406, -1.67713], [1.61121, -0.36522, -1.03066], [1.60057, 0.40572, -0.02939], [0.97875, 0.11762, 1.13114], [-0.14786, -0.78083, 0.97629], [-1.39548, 0.01527, 0.56439], [-1.37149, 0.46209, -0.72000], [-2.32348, 0.21301, 1.32761], [1.83264, 1.42465, -0.30214], [0.08110, -1.53964, 0.22279], [-0.35028, -1.24422, 1.94003], [-2.16254, 0.98196, -1.06913], [-0.60644, 0.22552, -1.33379]], "atomic_forces_ev_per_a": [[-0.40, -0.14, -0.59], [0.82, -0.83, 0.10], [-1.23, -0.09, -0.82], [-0.18, 0.43, -0.53], [-0.11, -0.13, 0.07], [-0.23, -0.01, 0.17], [0.00, 0.03, 0.00], [0.42, -0.11, -0.30], [0.78, 0.70, 1.60], [0.02, 0.06, 0.21], [0.18, 0.18, -0.05], [0.12, -0.07, 0.09], [-0.18, 0.00, 0.05]], "nbo_charge": [0.351, -0.725, 0.405, -0.493, -0.179, 0.642, -0.833, -0.593, 0.165, 0.220, 0.224, 0.406, 0.410]}


no.,calculated total energy (eV)
1,-8231.3245
2,-8231.4927
3,-10278.3079
4,-10278.9542
5,-10283.3290
6,-10283.3586
7,-10281.6303
8,-10283.5659
9,-10282.8872